Entry 1:
{
  "formula": "C11H19B",
  "method": "the ωB97M-V functional and the def2-TZVPD basis",
  "total_charge": 0,
  "relative_energy_kcal_mol": 91.9,
  "smiles": "C=C[C@@H](C)C[C@]1(C)C[C@@H]2B(C)[C@@H]21",
  "total_energy_ha": -455.2204,
  "e_lumo_ha": 0.028,
  "elements": ["C", "C", "C", "C", "C", "C", "C", "C", "C", "B", "C", "C", "H", "H", "H", "H", "H", "H", "H", "H", "H", "H", "H", "H", "H", "H", "H", "H", "H", "H", "H"],
  "positions_angstrom": [[-0.256495, -1.907615, 2.422253], [-0.773010, -1.272041, 1.372515], [-0.594653, -1.524675, -0.063946], [-1.736416, -2.540957, -0.394384], [-0.680955, -0.276443, -0.976262], [0.519813, 0.659935, -1.210102], [0.575901, 0.817579, -2.716662], [1.949269, 0.377039, -0.666423], [1.851223, 1.661247, 0.204089], [0.623724, 1.911106, 1.070602], [-0.007326, 2.344774, 2.492642], [0.503380, 2.032513, -0.469132], [-0.504774, -1.635249, 3.372090], [0.498802, -2.705035, 2.389619], [-1.472084, -0.414301, 1.503675], [0.227550, -2.253700, -0.122728], [-2.698048, -2.085172, -0.211241], [-1.788565, -3.452329, 0.143228], [-1.860599, -2.812602, -1.411340], [-0.742723, -0.659899, -2.037870], [-1.428405, 0.470824, -0.548314], [0.851411, -0.076690, -3.209082], [1.493532, 1.470738, -3.007429], [-0.318287, 1.261334, -3.187550], [2.766451, 0.552503, -1.294650], [2.261665, -0.584939, -0.171831], [2.871894, 2.282093, 0.317631], [-0.922342, 2.982335, 2.209329], [0.729911, 2.888994, 3.073267], [-0.338633, 1.432243, 2.924971], [0.141423, 2.908355, -1.014547]],
  "atomic_forces_ev_per_a": [[0.95, -0.57, -2.34], [-0.28, 1.41, 0.86], [-0.43, -2.23, -0.20], [-1.21, 1.60, -0.29], [0.78, -0.39, -0.13], [0.76, 0.25, -0.41], [2.15, 2.88, -0.73], [-0.40, -0.38, 2.62], [3.51, 0.62, 1.07], [-0.11, 0.16, 0.04], [-0.49, 1.35, -3.22], [-1.42, -0.50, 0.04], [-0.81, 0.81, 2.47], [-0.40, 0.27, -0.49], [0.31, -0.68, 0.52], [0.83, 1.09, -0.67], [-0.52, 0.46, 0.39], [0.70, -0.75, 0.96], [0.63, -0.13, -1.39], [-1.55, 0.17, 1.41], [0.03, -1.51, -1.11], [-0.17, -1.41, -0.40], [-1.61, -0.50, 0.52], [0.24, -0.25, 0.34], [0.72, 0.25, -1.86], [-0.95, 0.73, -0.06], [-2.42, -1.15, -0.22], [1.30, -0.80, 0.91], [-0.17, -0.08, 0.37], [-0.25, -0.71, 0.83], [0.29, -0.04, 0.17]],
  "lowdin_charge": [0.0300, -0.1887, -0.3578, -0.0726, -0.0850, -0.4647, -0.0759, -0.0922, -0.1136, -0.2349, -0.0155, -0.0801, 0.0151, 0.0734, 0.1233, 0.1390, 0.0757, 0.0665, 0.0592, 0.1178, 0.1535, 0.0653, 0.1192, 0.0956, 0.0781, 0.1222, 0.1595, 0.0849, 0.0494, 0.0250, 0.1282]
}



Entry 2:
{
  "formula": "C11H19B11Br6NO6ReS2",
  "method": "the ωB97M-V functional and the def2-TZVPD basis",
  "multiplicity": 2,
  "total_charge": 1,
  "relative_energy_kcal_mol": 0.0,
  "total_energy_ha": -17528.9476,
  "e_lumo_ha": [-0.198, -0.199],
  "elements": ["Re", "O", "S", "O", "O", "C", "C", "C", "C", "C", "C", "S", "O", "O", "O", "H", "H", "H", "H", "Br", "B", "B", "C", "B", "B", "B", "B", "B", "Br", "B", "Br", "B", "Br", "B", "Br", "B", "Br", "H", "H", "H", "H", "H", "H", "C", "C", "C", "C", "N", "H", "H", "H", "H", "H", "H", "H", "H", "H"],
  "positions_angstrom": [[-0.335187, -0.331898, -0.036628], [-0.705943, -0.292624, -3.862583], [0.170290, -0.117163, -2.763298], [0.438656, -1.301600, -1.908512], [-0.307175, 0.887627, -1.723337], [1.699751, 0.518332, -3.372307], [1.901327, 0.391955, -4.733551], [3.091804, 0.828215, -5.308659], [4.077772, 1.390011, -4.522680], [3.882343, 1.527570, -3.153296], [2.699591, 1.094610, -2.575611], [2.615446, 1.340243, -0.835805], [1.810392, 0.316425, -0.183241], [3.918182, 1.525970, -0.310263], [1.794143, 2.695044, -0.788298], [1.123081, -0.044912, -5.342801], [3.234775, 0.721326, -6.374966], [5.006526, 1.726536, -4.961530], [4.651944, 1.961956, -2.531322], [0.502770, -2.052374, 1.386496], [-0.611853, 1.150709, 1.580320], [-2.238859, 1.459657, 2.239159], [-2.000935, 1.962020, 3.842273], [-1.007633, 0.694964, 3.273458], [-0.398985, 1.948308, 4.393313], [-1.267886, 3.478813, 4.037927], [-2.415085, 3.159276, 2.711990], [-1.498831, 2.716982, 1.243549], [-2.127737, 3.219505, -0.522292], [-0.898761, 3.974739, 2.376969], [-0.752443, 5.824994, 1.822309], [0.345836, 3.200261, 3.409083], [1.984138, 4.268575, 3.684657], [0.535515, 1.466933, 2.961905], [2.284147, 0.645507, 3.159067], [0.184919, 2.711839, 1.758651], [1.887418, 3.499441, 0.914194], [-3.207946, 0.855513, 1.958366], [-2.765645, 1.688583, 4.553760], [-1.164845, -0.406220, 3.660837], [-0.122977, 1.666372, 5.501946], [-1.560033, 4.206058, 4.915900], [-3.479302, 3.661809, 2.708692], [-3.129077, -2.276357, -1.439227], [-3.287828, -1.262385, -0.298448], [-4.190633, -0.104715, -0.715996], [-3.739857, -1.946068, 0.990548], [-1.946834, -0.745065, -0.071497], [-4.106408, -2.713104, -1.643671], [-2.442317, -3.075615, -1.161411], [-2.770792, -1.791212, -2.347454], [-5.178035, -0.509176, -0.939368], [-3.804983, 0.383425, -1.610798], [-4.290526, 0.637973, 0.072152], [-4.714095, -2.401873, 0.815222], [-3.834433, -1.232083, 1.806724], [-3.040212, -2.730566, 1.278956]],
  "atomic_forces_ev_per_a": [[0.12, -0.41, -0.03], [0.03, -0.05, -0.01], [-0.19, 0.21, 0.14], [0.12, -0.13, -0.09], [0.02, 0.19, -0.19], [0.00, -0.04, 0.02], [0.02, 0.01, -0.01], [0.00, 0.00, 0.02], [-0.01, -0.01, -0.01], [0.03, 0.03, 0.04], [-0.05, 0.00, -0.06], [0.21, -0.31, 0.07], [-0.06, 0.07, -0.02], [-0.04, 0.05, -0.01], [-0.09, 0.21, 0.07], [-0.01, 0.00, 0.01], [0.01, 0.00, 0.00], [0.00, 0.00, 0.00], [0.00, 0.00, 0.00], [0.00, 0.01, 0.02], [0.07, 0.21, 0.03], [0.06, 0.00, 0.01], [0.06, 0.03, 0.00], [-0.04, 0.06, -0.02], [-0.05, 0.01, 0.00], [-0.01, -0.02, 0.02], [0.03, 0.00, 0.01], [0.03, -0.04, 0.03], [-0.02, 0.01, -0.01], [-0.02, 0.03, 0.02], [-0.01, -0.01, 0.01], [-0.01, 0.03, 0.04], [-0.03, -0.02, -0.11], [0.00, 0.01, -0.02], [0.00, -0.01, 0.00], [-0.07, -0.06, 0.00], [0.04, -0.02, 0.01], [0.00, 0.00, 0.00], [0.00, -0.01, 0.00], [-0.01, 0.00, 0.00], [0.00, 0.00, 0.00], [0.00, 0.00, 0.00], [0.00, 0.00, 0.00], [-0.03, 0.00, -0.01], [0.08, -0.03, 0.01], [-0.04, 0.00, -0.02], [-0.03, -0.01, 0.02], [-0.18, 0.00, 0.01], [0.00, 0.00, 0.00], [0.01, 0.01, 0.00], [0.01, 0.00, 0.00], [0.00, 0.00, 0.00], [0.00, 0.00, 0.00], [0.02, 0.00, 0.01], [0.00, 0.01, -0.01], [0.01, -0.01, 0.00], [0.01, 0.01, 0.01]],
  "lowdin_charge": [1.3852, -0.2099, 0.5739, -0.3865, -0.4626, -0.2182, -0.0134, -0.0088, -0.0142, -0.0158, -0.2234, 0.6171, -0.4514, -0.2203, -0.5528, 0.1268, 0.1274, 0.1269, 0.1280, 0.3823, -0.4404, -0.2908, 0.0614, -0.2713, -0.2138, -0.2101, -0.2353, -0.8536, 0.9261, -0.9128, 0.8939, -0.8570, 0.9405, -0.8918, 0.8894, -0.7135, 1.3944, 0.1361, 0.1946, 0.1579, 0.1708, 0.1717, 0.1736, -0.0126, -0.6205, -0.0128, -0.0071, -0.0853, 0.1031, 0.0963, 0.0839, 0.1042, 0.0906, 0.0747, 0.1036, 0.0805, 0.0911]
}



Entry 3:
{
  "formula": "C11H19Br2N3O3PdSe2",
  "method": "the ωB97M-V functional and the def2-TZVPD basis",
  "total_charge": -2,
  "total_energy_ha": -10899.3968,
  "e_lumo_ha": 0.162,
  "elements": ["Pd", "Br", "C", "Br", "H", "H", "O", "C", "C", "C", "O", "C", "Se", "C", "Se", "H", "H", "H", "H", "H", "H", "H", "H", "H", "H", "C", "N", "C", "C", "C", "N", "C", "O", "N", "H", "H", "H", "H", "H", "H", "H"],
  "positions_angstrom": [[-0.038844, 0.559313, 1.620981], [2.988410, 1.714853, 0.701047], [1.872921, 0.880585, 2.055772], [-0.209348, -0.735376, 3.683713], [1.920908, 1.523610, 2.930946], [2.337212, -0.081174, 2.243365], [-3.894661, 5.172443, -0.453421], [-3.796975, 4.359498, 0.715118], [-3.304252, 2.917106, 0.452741], [-2.987681, 2.347968, 1.831821], [-2.027980, 3.122818, 2.532001], [-4.478476, 2.171133, -0.207220], [-4.350665, 0.240856, -0.529795], [-2.081481, 3.005211, -0.508276], [-0.370318, 1.938970, -0.430203], [-4.258545, 4.618238, -1.151748], [-4.778323, 4.309185, 1.209056], [-3.103406, 4.861408, 1.390628], [-2.697724, 1.290663, 1.730245], [-3.887878, 2.364081, 2.453082], [-1.230918, 3.142606, 1.981701], [-4.662901, 2.607346, -1.196060], [-5.375492, 2.317804, 0.400537], [-1.715756, 4.030582, -0.509470], [-2.425248, 2.778967, -1.517640], [2.416088, -5.432306, -0.260285], [1.361940, -4.464713, -0.060564], [0.056739, -4.800866, -0.094974], [-0.907596, -3.865702, -0.005548], [-0.487088, -2.493155, 0.097375], [0.795165, -2.177971, 0.229079], [1.763881, -3.108568, 0.202696], [2.960794, -2.920409, 0.364335], [-1.397867, -1.521022, 0.062512], [1.987248, -6.428473, -0.368492], [3.108041, -5.409662, 0.581223], [2.989784, -5.180188, -1.154580], [-0.171429, -5.855356, -0.197714], [-1.954427, -4.128930, -0.004762], [-2.381101, -1.689168, -0.065601], [-1.117154, -0.524506, -0.007719]],
  "atomic_forces_ev_per_a": [[0.11, 0.67, 0.27], [0.15, 0.09, -0.12], [-0.32, 0.09, -0.04], [0.05, -0.28, 0.33], [-0.03, -0.01, -0.07], [-0.14, -0.07, -0.04], [-0.12, 0.12, -0.08], [0.10, -0.04, 0.04], [-0.05, 0.16, -0.20], [-0.03, -0.30, -0.13], [0.16, 0.11, 0.00], [0.02, -0.14, 0.06], [0.03, -0.34, -0.07], [0.17, -0.12, 0.19], [-0.08, 0.05, 0.27], [-0.02, -0.05, 0.01], [0.05, -0.03, 0.02], [-0.01, 0.05, -0.11], [0.07, 0.18, 0.03], [-0.06, -0.03, -0.05], [0.12, -0.22, 0.07], [-0.05, 0.15, 0.09], [0.03, 0.14, 0.00], [-0.01, -0.02, -0.01], [-0.03, 0.00, 0.03], [0.11, 0.06, 0.07], [0.31, 0.17, 0.08], [-0.33, 0.10, -0.04], [-0.21, -0.17, 0.08], [0.27, 0.21, 0.06], [-0.10, 0.29, -0.13], [-0.25, -0.40, -0.05], [0.04, 0.06, -0.07], [0.36, 0.37, -0.09], [-0.05, 0.02, 0.00], [-0.02, -0.05, 0.00], [0.00, -0.05, 0.01], [0.03, 0.00, -0.03], [0.00, -0.03, -0.05], [-0.14, 0.04, 0.01], [-0.12, -0.79, -0.35]],
  "lowdin_charge": [0.1886, 0.4190, -0.8331, -0.2036, -0.0337, -0.0482, -0.0856, -0.2333, -0.5644, -0.2695, -0.1092, -0.6908, 0.2148, -0.5146, 0.4697, 0.0652, 0.1154, 0.1154, 0.0691, 0.1269, 0.0336, 0.0221, 0.0309, 0.0339, 0.0333, -0.0545, -0.0714, -0.0937, -0.0145, -0.3921, 0.1811, -0.5115, 0.0189, 0.1406, 0.0755, 0.0845, 0.0888, 0.1141, 0.0999, 0.0143, -0.0318]
}